[1]
Below is a structure of composition C30H20Cl3CrN3O3, with properties calculated with ωB97M-V/def2-TZVPD.

XYZ file:
```
60
Properties=species:S:1:pos:R:3:forces:R:3
Cr 1.66274 -1.80305 -0.59231 0.0 -0.3 -0.4
Cl 2.16066 -5.16644 5.82860 0.0 0.0 -0.1
C 2.37012 -4.38678 4.28258 0.0 0.0 0.1
C 3.62362 -3.84138 3.94666 0.0 0.0 0.0
C 3.80910 -3.22658 2.74236 0.0 0.0 0.0
C 2.75392 -3.10023 1.79483 -0.1 -0.1 -0.1
O 2.97830 -2.51254 0.67435 0.0 0.2 0.3
C 1.48946 -3.67151 2.14840 0.2 0.0 0.1
C 0.35811 -3.68236 1.28703 -0.1 0.0 -0.1
N 0.26141 -3.11766 0.12148 0.0 -0.1 0.1
C -0.92278 -3.21998 -0.64949 0.0 0.1 -0.1
C -2.04910 -3.93701 -0.34303 0.0 0.0 0.0
C -3.17491 -3.91990 -1.19396 0.0 0.0 0.0
C -3.18384 -3.19301 -2.34808 0.1 0.0 0.0
C -2.03658 -2.44506 -2.71023 -0.1 0.0 0.0
C -1.94987 -1.65783 -3.88291 0.0 0.0 0.0
C -0.80996 -0.96248 -4.15757 0.0 0.0 0.0
C 0.27052 -1.04743 -3.25880 -0.1 -0.1 0.0
N 0.22128 -1.77377 -2.16903 0.1 0.1 0.1
C -0.91369 -2.46877 -1.86702 0.2 0.0 0.1
C 1.33537 -4.30973 3.40443 -0.1 0.0 -0.1
H 4.43960 -3.91548 4.65327 0.0 0.0 0.0
H 4.76727 -2.80488 2.47192 0.0 0.0 0.0
H -0.49970 -4.23124 1.67499 0.0 0.0 0.0
H -2.10184 -4.52975 0.55941 0.0 0.0 0.0
H -4.04712 -4.49546 -0.91488 0.0 0.0 0.0
H -4.05450 -3.18063 -2.99022 0.0 0.0 0.0
H -2.80078 -1.61259 -4.55130 0.0 0.0 0.0
H -0.72358 -0.34676 -5.04103 0.0 0.0 0.0
H 1.19277 -0.50327 -3.42593 0.0 0.0 0.0
H 0.37615 -4.73996 3.66553 0.0 0.0 0.0
Cl -2.40598 0.95703 -1.13182 0.0 0.0 0.0
C -2.47312 2.68635 -1.33218 0.0 0.0 0.0
C -3.63838 3.25192 -1.81776 0.0 0.0 0.0
C -3.71491 4.62378 -1.98321 0.0 0.0 0.0
C -2.61422 5.41386 -1.69304 0.0 0.0 0.0
C -1.44685 4.83150 -1.23319 0.0 -0.1 0.0
Cl -0.06238 5.84290 -0.98764 0.0 0.0 0.0
C -1.34555 3.45055 -1.00601 0.1 0.0 0.0
N -0.17164 2.85251 -0.56742 -0.1 0.0 -0.1
C 0.44345 3.18682 0.66464 0.1 0.0 0.0
C -0.22806 3.88796 1.65663 0.0 0.0 0.0
C 0.39710 4.17724 2.86040 0.0 0.0 0.0
C 1.69437 3.75202 3.08906 0.0 0.0 0.0
C 2.36171 3.04475 2.09769 0.0 0.0 0.0
C 1.76089 2.75908 0.88101 0.0 0.0 -0.1
C 2.53862 2.04750 -0.19479 0.3 0.0 -0.2
C 2.06171 0.65085 -0.53039 -0.8 0.1 0.1
O 2.79830 -0.17912 -1.14559 0.4 0.1 0.0
O 0.89070 0.32235 -0.19708 0.2 0.0 0.3
H -4.48019 2.61506 -2.05013 0.0 0.0 0.0
H -4.62532 5.07667 -2.34992 0.0 0.0 0.0
H -2.64326 6.48380 -1.84216 0.0 0.0 0.0
H -0.15158 1.84407 -0.69575 0.0 0.0 0.0
H -1.24888 4.20687 1.48725 0.0 0.0 0.0
H -0.13992 4.72819 3.62149 0.0 0.0 0.0
H 2.18637 3.96903 4.02754 0.0 0.0 0.0
H 3.38038 2.71546 2.26603 0.0 0.0 0.0
H 3.59381 1.98033 0.07138 0.0 0.0 0.0
H 2.48066 2.62423 -1.12503 0.0 0.0 0.0
```
Forces are in eV/Å.

## Properties
ΔE to the lowest compared entry with this formula, charge and spin	0.0000	eV
orbital gap (alpha / beta)	6.38 / 6.87	eV
2S+1	5
<S²>	6.012
E	-3970.41147	Eh

---

[2]
Below is a cluster of 4 separate species, C68H48ClNO9 in total, with properties calculated with ωB97M-V/def2-TZVPD.

XYZ file:
```
127
Properties=species:S:1:pos:R:3:forces:R:3
C 0.80414 4.26043 0.57610 -0.4 -1.6 0.0
C 0.00414 3.26567 -0.35786 -0.8 -0.6 -1.0
C 0.70478 2.64736 -1.50839 -2.3 -1.0 0.0
C -0.01840 1.68455 -2.35924 -1.3 1.4 2.3
C -1.42588 1.38947 -2.03188 -0.3 0.5 0.2
C -2.15505 0.31394 -2.94166 0.6 0.2 1.4
C -1.68842 -1.11741 -2.49393 0.0 -0.9 -1.9
C -1.51507 -2.08070 -3.46730 0.4 -0.1 2.1
N -1.70692 -1.83992 -4.90349 -1.4 -1.5 1.4
C -2.85675 -2.21201 -5.22060 0.9 1.8 -0.7
O -3.93046 -2.32650 -5.64384 0.4 -0.6 0.3
C -1.09077 -3.53940 -3.00266 -0.6 0.3 0.4
O -0.35743 -4.24520 -3.66067 -0.9 0.5 0.5
C -1.73032 -3.99835 -1.63316 -0.6 0.2 0.6
C -2.13550 -5.50071 -1.37703 0.8 -0.4 -0.3
C -0.87030 -6.40405 -0.94419 0.5 0.9 -1.0
C 0.40056 -5.54474 -0.55552 0.2 -1.4 0.7
Cl -1.36370 -7.52452 0.43289 0.2 0.6 -0.6
C -1.91432 -3.04305 -0.67148 -0.1 -0.3 -1.1
C -2.51146 -3.23998 0.75948 -0.2 2.2 -0.3
C -3.49179 -2.00906 1.01840 -1.6 0.7 -0.2
C -4.77343 -2.05690 0.26223 -0.1 1.8 1.2
C -5.81479 -1.01352 0.40979 3.1 0.5 2.2
C -5.49972 0.09026 1.36369 1.2 -1.8 -0.6
C -4.20372 0.16121 2.10230 -0.8 -1.0 -1.0
C -4.02250 1.42139 3.03090 -0.3 0.0 -0.9
C -3.18187 -0.89091 1.92999 -2.6 -0.1 -1.3
C -1.43634 -1.58178 -1.02856 -0.2 -0.8 0.3
O -0.88154 -0.94643 -0.15929 -0.5 -0.1 -1.0
C -2.17768 1.99918 -0.91535 3.2 1.3 -0.1
C -1.43037 2.97243 -0.06168 1.7 -1.4 -2.2
H 0.09519 4.63120 1.36426 0.8 0.1 -0.9
H 1.56500 3.61780 1.12189 -0.7 0.9 -0.6
H 1.33852 5.06556 0.00885 -0.6 -0.7 0.6
H 1.77950 2.86558 -1.77214 -1.3 0.0 0.7
H 0.46148 1.17367 -3.24139 -0.6 0.7 1.1
H -3.27968 0.35432 -2.80402 1.2 0.1 -0.1
H -1.91352 0.48516 -4.03471 -0.3 -0.4 1.3
H -2.88349 -5.61865 -0.54976 0.7 0.6 -0.8
H -2.61636 -5.96040 -2.29604 0.7 0.6 1.0
H -0.57283 -7.07778 -1.80276 -0.4 0.7 1.1
H 1.11557 -6.25331 -0.02992 -0.7 0.8 -0.7
H 0.91978 -5.19545 -1.48990 -0.7 -0.1 1.0
H 0.17057 -4.72297 0.17638 0.1 -0.7 -0.9
H -3.13576 -4.15917 0.89027 1.1 0.6 -0.2
H -1.66763 -3.13447 1.49394 -0.8 -0.5 -0.5
H -4.98949 -2.89603 -0.45159 0.5 0.8 0.9
H -6.78801 -1.04520 -0.13541 1.1 0.0 0.5
H -6.26464 0.90127 1.53520 1.0 -1.0 -0.2
H -4.47021 2.28877 2.45166 0.7 -0.8 0.8
H -2.95104 1.65819 3.26568 -1.0 -0.4 -0.3
H -4.60443 1.36137 3.99042 0.6 -0.2 -0.9
H -2.20923 -0.83347 2.48465 -1.1 -0.1 -0.7
H -3.25501 1.76901 -0.68776 1.3 0.1 -0.4
H -1.86904 3.48708 0.82742 0.2 -0.6 -1.0
C -8.29313 7.87221 1.23243 0.1 0.0 0.1
C -7.50527 6.83909 0.73150 0.0 0.0 0.1
C -6.52090 6.26763 1.52519 -0.1 0.0 -0.2
C -6.31197 6.73516 2.82007 -0.2 0.1 -0.1
C -7.08553 7.78690 3.31342 0.0 -0.1 -0.2
C -8.08402 8.34604 2.51985 -0.1 0.0 -0.2
C -6.84165 8.32869 4.67331 -0.4 0.5 0.2
O -7.51770 9.24264 5.10538 0.1 -0.1 -0.1
C -5.75317 7.74182 5.49313 0.2 -0.1 0.1
C -5.47342 8.27588 6.74850 0.1 0.0 0.2
C -4.46593 7.72545 7.52850 -0.1 0.0 -0.1
C -3.73945 6.63306 7.06173 -0.1 0.0 -0.1
C -4.01089 6.10102 5.80929 0.1 0.0 0.2
C -5.01150 6.65955 5.01771 0.0 0.1 0.2
C -5.26918 6.10537 3.66632 0.4 -0.5 -0.3
O -4.63200 5.15320 3.25579 -0.1 0.1 0.0
H -9.06797 8.31175 0.61448 0.1 0.0 0.1
H -7.66137 6.47837 -0.27889 0.0 0.0 0.1
H -5.91355 5.46014 1.13247 0.0 0.1 0.2
H -8.69631 9.15407 2.90324 0.1 -0.1 0.1
H -6.03778 9.12420 7.11847 -0.1 -0.1 -0.2
H -4.24652 8.14617 8.50334 0.0 0.0 -0.1
H -2.95748 6.19939 7.67488 -0.1 0.0 0.0
H -3.43938 5.25360 5.44836 -0.1 0.1 -0.1
C 7.14124 7.55049 1.38538 0.0 -0.1 -0.1
C 5.88762 7.02409 1.68590 0.0 0.0 -0.1
C 5.22961 6.22436 0.76237 0.0 0.1 0.2
C 5.81757 5.95715 -0.47127 0.1 0.2 0.1
C 7.06322 6.50465 -0.78166 -0.1 0.0 0.2
C 7.72805 7.29249 0.15462 0.0 0.1 0.2
C 7.68008 6.26919 -2.11078 0.6 0.3 -0.1
O 8.76724 6.74287 -2.38067 -0.2 -0.1 0.0
C 6.94362 5.45333 -3.10733 -0.1 -0.1 -0.2
C 7.48162 5.27020 -4.37869 0.0 -0.1 -0.2
C 6.80668 4.49779 -5.31369 0.0 0.0 0.1
C 5.59560 3.89719 -4.97981 0.0 0.1 0.1
C 5.05297 4.08134 -3.71617 0.0 -0.1 -0.2
C 5.72017 4.86735 -2.77978 0.1 0.0 -0.2
C 5.11373 5.08654 -1.44408 -0.6 -0.3 0.2
O 4.05325 4.56563 -1.15214 0.1 0.1 0.0
H 7.65836 8.16774 2.11136 0.0 0.0 -0.1
H 5.42485 7.23675 2.64298 0.0 0.0 -0.1
H 4.25604 5.81253 1.00298 0.1 -0.1 -0.2
H 8.70162 7.70900 -0.07661 -0.1 -0.1 -0.1
H 8.42562 5.73267 -4.64330 -0.1 0.0 0.2
H 7.22496 4.36087 -6.30451 0.0 0.0 0.1
H 5.07274 3.28818 -5.70864 0.0 0.0 0.1
H 4.10757 3.61560 -3.46276 0.1 0.1 0.1
C 6.96581 -9.62226 -3.30939 -0.1 0.0 0.1
C 6.20119 -8.45924 -3.35124 -0.1 -0.1 0.1
C 5.04506 -8.35931 -2.59039 0.1 0.1 -0.1
C 4.64186 -9.42721 -1.79299 0.2 -0.1 -0.1
C 5.39536 -10.60188 -1.76983 0.0 0.2 -0.1
C 6.56428 -10.69168 -2.52146 0.1 0.1 -0.1
C 4.95202 -11.76633 -0.96320 0.4 -0.6 0.0
O 5.61027 -12.78898 -0.93973 -0.1 0.1 0.0
C 3.68800 -11.66402 -0.19338 -0.2 0.0 0.1
C 3.22743 -12.76590 0.52302 -0.1 -0.1 0.1
C 2.05244 -12.67534 1.25690 0.1 0.1 -0.1
C 1.33739 -11.48064 1.28566 0.1 0.0 -0.1
C 1.78995 -10.38222 0.56896 -0.2 0.0 0.1
C 2.96017 -10.47343 -0.17964 0.0 -0.2 0.1
C 3.41412 -9.30332 -0.96982 -0.4 0.6 0.0
O 2.78703 -8.26003 -0.94827 0.1 -0.1 0.0
H 7.87379 -9.69568 -3.89734 -0.1 0.0 0.0
H 6.50941 -7.62924 -3.97692 0.0 -0.1 0.1
H 4.45592 -7.44992 -2.62231 0.0 -0.1 0.1
H 7.16002 -11.59682 -2.49650 -0.2 0.0 0.1
H 3.78151 -13.69746 0.50689 0.1 0.2 -0.1
H 1.69302 -13.53603 1.80968 0.0 0.1 0.0
H 0.42360 -11.40856 1.86472 0.1 0.0 0.0
H 1.22657 -9.45558 0.59098 0.1 0.0 -0.1
```
Forces are in eV/Å.

## Properties
orbital gap	7.19	eV
2S+1	1
E	-3812.07945	Eh